# 1
Formula: C27H19N9O4Sc
Source: the Open Molecules 2025 dataset
Level of theory: ωB97M-V with the def2-TZVPD basis set

Element x y z (Å)
Sc -0.457 -0.181 0.029
C -3.236 -2.255 -0.137
N -2.904 -1.050 0.632
C -3.089 -1.124 2.086
C -1.835 -0.674 2.773
N -0.915 0.032 2.150
C 0.076 0.314 3.100
C 1.255 1.044 2.977
C 2.048 1.136 4.102
C 1.681 0.529 5.310
C 0.506 -0.182 5.445
C -0.293 -0.274 4.312
N -1.516 -0.889 4.059
C -2.028 -2.720 -0.892
N -1.055 -1.900 -1.224
C -0.130 -2.662 -1.946
C 1.078 -2.293 -2.530
C 1.798 -3.284 -3.164
C 1.326 -4.603 -3.225
C 0.122 -4.977 -2.662
C -0.598 -3.976 -2.023
N -1.807 -3.969 -1.336
H -3.602 -3.053 0.511
H -4.029 -2.042 -0.857
H -3.407 -0.256 0.259
H -3.913 -0.485 2.410
H -3.336 -2.141 2.396
H 1.523 1.507 2.036
H 2.984 1.676 4.053
H 2.343 0.616 6.160
H 0.232 -0.652 6.380
H -2.072 -1.392 4.731
H 1.429 -1.269 -2.482
H 2.747 -3.044 -3.622
H 1.924 -5.348 -3.732
H -0.236 -5.996 -2.718
H -2.420 -4.759 -1.217
O -1.514 1.275 -0.985
C -0.434 1.940 -1.111
O 0.618 1.453 -0.575
C -0.384 3.210 -1.857
C -1.547 3.728 -2.421
C -1.496 4.912 -3.130
C -0.276 5.556 -3.264
C 0.890 5.054 -2.711
C 0.835 3.870 -2.001
N -0.219 6.821 -4.021
O -1.257 7.227 -4.501
O 0.864 7.359 -4.123
H -2.478 3.193 -2.295
H -2.375 5.347 -3.583
H 1.815 5.594 -2.849
H 1.723 3.446 -1.553
N 1.187 -1.279 0.519
C 2.313 -1.294 0.857
C 3.607 -1.334 1.260
C 3.853 -1.491 2.649
N 3.995 -1.627 3.784
C 4.639 -1.226 0.293
N 5.444 -1.138 -0.526

The total energy is -2594.71474 hartree. The HOMO energy is -10.78 eV. Its gap between HOMO and LUMO is 7.338 eV. The value obtained for the relative energy (zero: lowest compared OMol25 entry of this formula, charge and spin) is 31.87 kJ/mol. Its total charge is +1.

# 2
Formula: C8H11O3PS
Source: the Open Molecules 2025 dataset
Level of theory: ωB97M-V with the def2-TZVPD basis set

Element x y z (Å)
C 3.641 0.069 0.025
C 2.355 -0.673 -0.192
O 1.360 0.074 0.306
P 0.242 0.753 -0.666
O 0.721 0.808 -2.085
C -0.070 2.368 0.286
C -1.254 2.863 -0.463
O -2.423 2.665 -0.159
C -1.532 -0.157 -0.423
C -1.980 -0.386 0.883
C -3.244 -1.018 0.819
C -3.755 -1.076 -0.432
S -2.648 -0.524 -1.626
H 3.581 0.978 -0.601
H 3.773 0.261 1.007
H 4.458 -0.522 -0.444
H 2.520 -1.639 0.472
H 2.200 -1.023 -1.286
H -0.537 2.290 1.338
H 0.728 3.095 0.145
H -0.947 3.240 -1.517
H -1.233 -0.273 1.754
H -3.863 -1.268 1.666
H -4.700 -1.588 -0.820

The total energy is -1276.67145 hartree. The HOMO energy is -9.20 eV. Its gap between HOMO and LUMO is 9.831 eV. As for the SMILES: CCO[P@](=O)(CC=O)c1cccs1. The value obtained for the relative energy (zero: lowest compared OMol25 entry of this formula, charge and spin) is 3.49 kJ/mol.

# 3
Formula: C3H6N2O
Source: the Open Molecules 2025 dataset
Level of theory: ωB97M-V with the def2-TZVPD basis set

Element x y z (Å)
H -0.676 2.951 0.025
N -0.464 2.137 -0.527
C -0.433 1.047 0.137
C 0.060 -0.124 -0.792
C 0.087 -1.428 -0.036
N 0.692 -1.369 1.290
O 1.095 -0.258 1.666
H -0.701 0.898 1.168
H 1.068 0.264 -1.021
H -0.560 -0.110 -1.640
H -0.903 -1.787 0.161
H 0.735 -2.221 -0.431

The total energy is -302.53554 hartree. The HOMO energy is -9.46 eV. Its gap between HOMO and LUMO is 9.210 eV. As for the SMILES: [H]/N=C/CCN=O. The value obtained for the relative energy (zero: lowest compared OMol25 entry of this formula, charge and spin) is 413.68 kJ/mol.

Q: Look up the gap between HOMO and LUMO of the second one.
A: 9.831 eV

What did the second record say?
Formula: C8H11O3PS
Source: the Open Molecules 2025 dataset
Level of theory: ωB97M-V with the def2-TZVPD basis set

Element x y z (Å)
C 3.641 0.069 0.025
C 2.355 -0.673 -0.192
O 1.360 0.074 0.306
P 0.242 0.753 -0.666
O 0.721 0.808 -2.085
C -0.070 2.368 0.286
C -1.254 2.863 -0.463
O -2.423 2.665 -0.159
C -1.532 -0.157 -0.423
C -1.980 -0.386 0.883
C -3.244 -1.018 0.819
C -3.755 -1.076 -0.432
S -2.648 -0.524 -1.626
H 3.581 0.978 -0.601
H 3.773 0.261 1.007
H 4.458 -0.522 -0.444
H 2.520 -1.639 0.472
H 2.200 -1.023 -1.286
H -0.537 2.290 1.338
H 0.728 3.095 0.145
H -0.947 3.240 -1.517
H -1.233 -0.273 1.754
H -3.863 -1.268 1.666
H -4.700 -1.588 -0.820

The total energy is -1276.67145 hartree. The HOMO energy is -9.20 eV. Its gap between HOMO and LUMO is 9.831 eV. As for the SMILES: CCO[P@](=O)(CC=O)c1cccs1. The value obtained for the relative energy (zero: lowest compared OMol25 entry of this formula, charge and spin) is 3.49 kJ/mol.

Q: What is the formula in the third record?
A: C3H6N2O

Please write out number 3 again, unchanged.
Formula: C3H6N2O
Source: the Open Molecules 2025 dataset
Level of theory: ωB97M-V with the def2-TZVPD basis set

Element x y z (Å)
H -0.676 2.951 0.025
N -0.464 2.137 -0.527
C -0.433 1.047 0.137
C 0.060 -0.124 -0.792
C 0.087 -1.428 -0.036
N 0.692 -1.369 1.290
O 1.095 -0.258 1.666
H -0.701 0.898 1.168
H 1.068 0.264 -1.021
H -0.560 -0.110 -1.640
H -0.903 -1.787 0.161
H 0.735 -2.221 -0.431

The total energy is -302.53554 hartree. The HOMO energy is -9.46 eV. Its gap between HOMO and LUMO is 9.210 eV. As for the SMILES: [H]/N=C/CCN=O. The value obtained for the relative energy (zero: lowest compared OMol25 entry of this formula, charge and spin) is 413.68 kJ/mol.